(1)
# C35H50FeN4O5

A structure of composition C35H50FeN4O5 (ωB97M-V/def2-TZVPD, OMol25).

For the HOMO energy (alpha / beta), the calculation gives -0.3756 / -0.3811 hartree. The calculation puts the energy relative to the best compared isomer or geometry (same formula, charge and spin) at 0.00 kJ/mol. As for the expectation value of S²: 9.047. Its lowest unoccupied orbital energy (alpha / beta) is -0.165 / -0.167 Ha. The calculation puts the frontier orbital gap (alpha / beta) at 5.7 / 5.8 eV. As for the net charge: +1. Its spin multiplicity is 6. The calculation puts the energy at -87690.69140 eV.

Last column: Mulliken spin population.
Atoms and positions in Å:
Fe 0.47358 -0.03003 -0.06886  4.327
C -3.36639 0.52895 6.45568  0.015
C -2.10069 1.26058 5.98423  0.010
C -1.00079 1.13170 7.04910  0.014
C -2.43384 2.74070 5.80315  0.002
C -1.61482 0.62782 4.68953  0.085
C -1.47595 1.32033 3.53222  -0.104
C -0.97812 0.66879 2.36982  0.131
N -0.72170 1.19650 1.18213  0.001
C -0.93997 2.42750 0.67572  -0.222
C -1.79043 3.43998 1.17849  0.017
C -1.85807 4.65295 0.55552  -0.022
C -1.04811 4.86336 -0.59661  -0.050
C -0.23766 3.91638 -1.17095  0.024
C -0.20374 2.63860 -0.54077  -0.054
O 0.49031 1.65006 -1.01363  0.098
C 0.58051 4.18429 -2.43283  0.015
C 0.40676 5.62384 -2.91837  -0.002
C 0.11848 3.24965 -3.56146  0.004
C 2.07359 3.96402 -2.14089  0.001
C -2.80519 5.73077 1.08569  0.000
C -2.69137 7.04419 0.31118  -0.007
C -4.24963 5.22258 0.96997  -0.001
C -2.47886 6.00985 2.55948  -0.002
C -0.57378 -0.74003 2.43918  0.119
O -0.07555 -1.27361 1.40378  0.205
C -0.73760 -1.46860 3.67446  0.088
C -1.25695 -0.77053 4.71687  0.034
C -0.29027 -2.92307 3.77525  0.025
C -0.55923 -3.48803 5.17044  -0.002
C 1.22397 -3.00550 3.51615  0.003
C -1.05238 -3.78900 2.76086  0.009
H -3.72846 0.98016 7.38054  0.001
H -3.18086 -0.52635 6.65784  -0.001
H -4.15995 0.59841 5.70996  -0.001
H -1.33136 1.60152 7.97638  0.001
H -0.08293 1.62276 6.72241  -0.001
H -0.76779 0.09022 7.27354  -0.001
H -2.77404 3.15392 6.75291  0.000
H -3.23449 2.88803 5.07492  0.000
H -1.56217 3.31761 5.48775  0.000
H -1.66871 2.37734 3.50723  -0.018
H -2.43743 3.22628 2.01388  0.006
H -1.09478 5.83572 -1.06008  -0.007
H -0.62857 5.84473 -3.18468  0.000
H 1.01271 5.77140 -3.81278  0.000
H 0.73852 6.34959 -2.17347  0.000
H -0.93775 3.41115 -3.78673  0.000
H 0.26332 2.20326 -3.30258  0.000
H 0.69023 3.46215 -4.46670  0.000
H 2.41772 4.64970 -1.36418  0.000
H 2.65517 4.16035 -3.04360  0.000
H 2.27678 2.94442 -1.82108  0.002
H -2.95717 6.92327 -0.74043  0.001
H -1.68681 7.46743 0.36968  0.001
H -3.38049 7.77238 0.73942  0.000
H -4.50618 5.00868 -0.06892  0.000
H -4.94372 5.97715 1.34387  0.000
H -4.40204 4.31112 1.54969  -0.001
H -1.44623 6.34259 2.67582  0.000
H -2.62066 5.12379 3.18081  0.000
H -3.13513 6.79127 2.94617  0.000
H -1.38659 -1.28088 5.66007  -0.005
H -0.00288 -2.95439 5.94371  0.000
H -0.24041 -4.53019 5.19775  0.000
H -1.62116 -3.46334 5.42280  0.000
H 1.76748 -2.37427 4.22278  -0.001
H 1.47920 -2.69661 2.50443  0.001
H 1.56088 -4.03450 3.65307  0.000
H -2.12462 -3.76449 2.96419  -0.002
H -0.71941 -4.82460 2.84655  0.000
H -0.88442 -3.46163 1.73781  0.000
C -1.71449 -2.06245 -3.22391  0.004
C -0.52227 -1.55095 -2.47794  0.003
N 0.68060 -1.71147 -2.99394  0.005
O -0.70591 -1.00110 -1.36699  0.067
H -1.48099 -2.33285 -4.25095  0.001
H -2.49555 -1.30602 -3.20586  0.000
H -2.09017 -2.94165 -2.69944  0.000
H 0.78619 -2.17125 -3.88138  0.001
H 1.50908 -1.44747 -2.46814  -0.003
C 4.70006 0.80891 3.72812  0.001
N 4.12214 0.40831 2.44831  0.005
C 4.86440 -0.19550 1.49111  0.002
C 4.34551 -0.61898 0.31195  0.006
C 2.95924 -0.37830 0.13740  -0.003
O 2.24220 -0.75491 -0.86979  0.091
N 2.24673 0.26944 1.06231  0.055
C 2.74589 0.63175 2.27963  0.023
O 2.07874 1.11028 3.17508  0.007
H 5.77822 0.68507 3.67667  0.000
H 4.29407 0.19690 4.53154  0.000
H 4.45462 1.84870 3.92869  0.000
H 5.91002 -0.32964 1.73386  0.000
H 4.94049 -1.11519 -0.43579  0.000

***

(2)
# C3H17N2O3

A cluster of 4 separate species, C3H17N2O3 in total at a distorted geometry (ωB97M-V/def2-TZVPD, OMol25).

For the HOMO energy, the calculation gives -0.5238 hartree. The calculation puts the energy relative to the best compared isomer or geometry (same formula, charge and spin) at 65.46 kJ/mol. Its lowest unoccupied orbital energy is -0.098 Ha. The calculation puts the frontier orbital gap at 11.6 eV. As for the net charge: +1. The calculation puts the energy at -12504.18229 eV.

Last column: Löwdin charge in e.
Atoms and positions in Å:
N 0.52047 0.19392 0.31062  0.188
C -0.59190 0.47121 -0.66730  -0.318
C -0.39884 1.84364 -1.27510  -0.049
C -1.95817 0.24760 0.01579  -0.178
N -1.80280 0.09982 1.48001  0.003
H 0.09398 -0.10187 1.19511  0.122
H 0.98303 1.06479 0.60755  0.117
H 1.18872 -0.46224 -0.10808  0.097
H -0.43045 -0.23415 -1.47722  0.140
H -0.30846 2.61918 -0.51222  0.077
H -1.16625 2.14771 -1.98812  0.096
H 0.52803 1.91144 -1.86154  0.097
H -2.54265 1.13433 -0.21455  0.119
H -2.48429 -0.60062 -0.41669  0.120
H -2.55954 0.57340 1.95669  0.092
H -1.92857 -0.87462 1.71725  0.089
H 3.17223 -1.80111 -1.06388  0.070
H 1.97712 -2.37090 -0.29931  0.015
O 2.58078 -1.60115 -0.32820  -0.058
H 1.70811 -4.45050 -0.87183  0.065
H 0.55767 -3.98952 -1.76823  0.064
O 0.91801 -3.89413 -0.87835  -0.047
H -0.08609 2.37727 2.16739  0.051
H 1.24813 3.10302 2.47558  0.071
O 0.78174 2.59347 1.80465  -0.042

***

(3)
# CH5O5P2

A cluster of 2 separate species, CH5O5P2 in total at a distorted geometry (ωB97M-V/def2-TZVPD, OMol25).

For the HOMO energy (alpha / beta), the calculation gives -0.1261 / -0.1243 hartree. The calculation puts the energy relative to the best compared isomer or geometry (same formula, charge and spin) at 562.98 kJ/mol. Its lowest unoccupied orbital energy (alpha / beta) is 0.075 / 0.074 Ha. The calculation puts the frontier orbital gap (alpha / beta) at 5.5 / 5.4 eV. As for the net charge: -1. The calculation puts the energy at -29933.74339 eV.

Last column: Löwdin charge in e.
Atoms and positions in Å:
C 1.73003 0.57154 0.24542  -0.173
O -0.21583 -1.20896 -2.55746  -0.436
O -0.54437 -2.32936 1.42350  -0.604
O -2.35932 1.15345 -3.03504  -0.290
O -1.82043 2.49196 -0.94524  -0.443
O 1.21683 -0.05328 -0.85051  -0.417
P -1.18566 1.71182 -1.97315  0.608
P -0.29497 -0.44473 -1.29224  0.701
H 2.61777 0.02311 0.51095  0.084
H 0.81484 0.45448 0.90536  0.101
H 1.94923 1.59373 0.10784  0.060
H -1.94117 0.77741 -3.75772  -0.026
H -1.44923 -2.74055 1.41312  -0.165

***

(4)
# C6H10O

The molecule C6H10O (ωB97M-V/def2-TZVPD, OMol25).

For the HOMO energy, the calculation gives -0.3142 hartree. The calculation puts the energy relative to the best compared isomer or geometry (same formula, charge and spin) at 455.03 kJ/mol. Its lowest unoccupied orbital energy is 0.005 Ha. The calculation puts the frontier orbital gap at 8.7 eV. The calculation puts the energy at -8426.52429 eV.

Last column: Löwdin charge in e.
Atoms and positions in Å:
C -2.17836 -0.46627 -0.92654  -0.158
C -1.38980 0.12783 0.17583  0.019
C 1.48346 0.32554 -0.63402  -0.100
C 1.54491 0.14747 0.85470  -0.318
C 1.37105 1.51951 0.28573  -0.095
O 0.52313 -0.45137 1.61024  -0.099
C -0.59040 -0.88732 0.87880  -0.303
H -2.15508 -1.56031 -1.06760  0.075
H -1.71176 -0.00166 -1.81364  0.096
H -3.20418 -0.08537 -0.94573  0.077
H 0.59540 0.01321 -1.17560  0.077
H 2.39623 0.18215 -1.20444  0.102
H 2.51194 -0.11369 1.27674  0.144
H 2.19528 2.22467 0.32799  0.099
H 0.37760 1.94139 0.40551  0.088
H -0.35080 -1.80693 0.30983  0.136
H -1.35674 -1.18323 1.62875  0.162